## w
A 2-piece molecular cluster, C3H6NO2 overall, computed with ωB97M-V/def2-TZVPD.

net charge: -1
gap between HOMO and LUMO: 7.6 eV
LUMO energy: 3.66 eV
HOMO energy: -3.97 eV

XYZ file:
```
12
C3H6NO2 | OMol25 | ωB97M-V/def2-TZVPD
C -1.2865 -3.3115 -1.1825
C -0.2877 -2.8766 -0.3836
N 0.2953 -1.6383 -0.3793
H -1.5961 -2.6661 -1.9897
H -1.6655 -4.2933 -0.9504
H 0.1990 -3.5003 0.3648
H 0.0685 -1.0141 -1.1337
H 0.3930 -1.0716 0.4477
O 0.8721 3.6631 0.8426
C 0.3756 2.5222 0.9757
O 0.0343 1.7290 0.0835
H 0.2738 2.2592 2.0622
```

## x
A 2-piece molecular cluster, C3H6NO2 overall, computed with ωB97M-V/def2-TZVPD.

net charge: -1
gap between HOMO and LUMO: 4.9 eV
LUMO energy: 1.85 eV
HOMO energy: -3.08 eV

XYZ file:
```
12
C3H6NO2 | OMol25 | ωB97M-V/def2-TZVPD
C 0.7793 -0.3287 -1.2381
C -0.9585 0.5038 0.9576
C -0.9365 -0.7022 1.7124
O -1.6203 -1.6219 1.2601
O -0.3011 -0.7073 2.8666
N 1.5068 0.5106 -2.2695
H 1.2072 -0.5987 -0.2307
H 0.3632 0.6699 -1.2599
H -1.7411 0.7781 0.2487
H -0.3106 1.2787 1.3427
H 1.9493 1.2700 -1.7978
H 0.0621 -1.0523 -1.5921
```

Most stable structure - w; separation to the second - 5.792 eV.

## w
A 2-piece molecular cluster, C3H6NO2 overall, computed with ωB97M-V/def2-TZVPD.

net charge: -1
gap between HOMO and LUMO: 8.3 eV
LUMO energy: 4.00 eV
HOMO energy: -4.28 eV

XYZ file:
```
12
C3H6NO2 | OMol25 | ωB97M-V/def2-TZVPD
C 0.0278 2.7229 0.8726
C -1.2129 2.1325 0.6514
N -1.4691 0.9398 0.0774
H 0.8390 2.3492 0.3796
H 0.1417 3.7546 1.3236
H -2.0314 2.7560 0.9509
H -2.2920 0.8084 -0.5607
H -0.6571 0.3597 -0.2052
O 1.1083 -3.0895 -0.2506
C 1.0598 -1.9849 -0.8199
O 0.5731 -0.9004 -0.3513
H 1.5831 -1.9103 -1.8409
```

## x
An isolated ion of composition C3H6NO2 and charge -1, computed with ωB97M-V/def2-TZVPD.

structure (SMILES): CCNC(=O)[O-]
net charge: -1
gap between HOMO and LUMO: 7.9 eV
LUMO energy: 4.09 eV
HOMO energy: -3.82 eV

XYZ file:
```
12
C3H6NO2 | OMol25 | ωB97M-V/def2-TZVPD
C 0.0615 -1.0507 1.1578
C 0.6639 -0.4886 -0.1211
N 0.2196 0.8514 -0.2556
C -0.7241 1.3864 -1.2374
O -0.9032 0.7213 -2.2625
O -1.1262 2.5447 -0.9554
H -1.0324 -1.1309 0.9925
H 0.2332 -0.4399 2.0514
H 0.4243 -2.0508 1.3927
H 0.1763 -1.1015 -0.9764
H 1.7145 -0.6988 -0.3285
H 0.2927 1.4574 0.5424
```

Most stable structure - x; separation to the second - 0.959 eV.

## w
A 2-piece molecular cluster, C22H30N4O4 overall, computed with ωB97M-V/def2-TZVPD.

structure (SMILES): CC(=O)N(C)CCCCC1=C(c2ccccn2)C(=O)C(CN)=CC1=O.CNC(C)=O
net charge: 0
gap between HOMO and LUMO: 7.8 eV
LUMO energy: -0.94 eV
HOMO energy: -8.77 eV

XYZ file:
```
60
C22H30N4O4 | OMol25 | ωB97M-V/def2-TZVPD
C 3.2583 -1.2549 2.5841
C 2.9900 -2.4687 1.7182
O 3.2925 -3.5747 2.0839
N 2.4611 -2.2605 0.3987
C 3.5174 -1.8305 -0.5167
C 1.2533 -1.4252 0.3224
C -0.0118 -2.2378 0.0332
C -0.6537 -2.8418 1.3003
C -2.0667 -2.3066 1.6150
C -2.1443 -0.8248 1.3757
C -2.9521 -0.2124 0.4995
C -3.9788 -0.9184 -0.3096
C -3.6118 -1.7956 -1.3275
C -4.6011 -2.4188 -2.0599
C -5.9242 -2.1543 -1.7562
C -6.1901 -1.2711 -0.7194
N -5.2490 -0.6615 -0.0088
C -2.8488 1.2691 0.2703
O -3.6824 1.8813 -0.3530
C -1.6362 1.9735 0.7980
C -1.3159 3.3563 0.3090
N -1.2824 3.4819 -1.1578
C -0.8925 1.3709 1.7261
C -1.2188 0.0151 2.2073
O -0.7377 -0.4171 3.2370
H 3.5648 -1.5995 3.5683
H 4.0579 -0.6683 2.1273
H 2.3884 -0.6100 2.6878
H 3.2155 -2.0452 -1.5424
H 4.4328 -2.3825 -0.3065
H 3.7284 -0.7545 -0.4397
H 1.3895 -0.6734 -0.4578
H 1.1105 -0.8731 1.2517
H 0.2392 -3.0195 -0.6864
H -0.7065 -1.5609 -0.4698
H -0.6662 -3.9293 1.2380
H -0.0232 -2.5919 2.1551
H -2.2756 -2.4924 2.6718
H -2.8375 -2.8185 1.0405
H -2.5651 -1.9786 -1.5386
H -4.3478 -3.1040 -2.8583
H -6.7337 -2.6195 -2.3010
H -7.2140 -1.0443 -0.4454
H -2.0816 4.0361 0.6956
H -0.3557 3.6274 0.7519
H -0.5167 4.0883 -1.4232
H -1.0794 2.5849 -1.5837
H -0.0224 1.8430 2.1666
C 4.6266 4.0112 -1.3654
N 3.6868 3.2399 -0.5752
C 2.7158 2.3971 -1.0088
C 2.5675 2.2126 -2.5016
O 1.9964 1.8095 -0.2152
H 5.6539 3.7315 -1.1282
H 4.5074 5.0790 -1.1768
H 4.4609 3.8320 -2.4222
H 3.7355 3.3168 0.4289
H 1.7558 1.5127 -2.6747
H 2.3346 3.1578 -2.9931
H 3.4827 1.8125 -2.9394
```

## x
One molecule with the formula C22H30N4O4, computed with ωB97M-V/def2-TZVPD.

structure (SMILES): CCN(CC)C(=O)c1[nH]cnc1C(=O)N[C@@H](CC(C)C)C(=O)OCc1ccccc1
net charge: 0
gap between HOMO and LUMO: 9.8 eV
LUMO energy: 0.67 eV
HOMO energy: -9.17 eV

XYZ file:
```
60
C22H30N4O4 | OMol25 | ωB97M-V/def2-TZVPD
C -4.2737 -0.3914 -1.6771
C -4.1067 -0.6341 -0.1783
N -4.2510 0.5716 0.6136
C -5.4093 0.6697 1.4825
C -6.7042 0.8921 0.7069
C -3.4196 1.6240 0.5575
O -3.6442 2.6860 1.1280
C -2.1920 1.5661 -0.2826
N -1.9231 2.6954 -1.0084
C -0.7180 2.5368 -1.5930
N -0.1877 1.3900 -1.2846
C -1.0782 0.7607 -0.4552
C -0.6926 -0.5227 0.1558
O -1.3377 -1.0963 1.0208
N 0.4470 -1.0137 -0.3716
C 1.1644 -2.1177 0.2093
C 1.5238 -3.1976 -0.8158
C 0.4114 -4.2126 -1.1116
C -0.8600 -3.5407 -1.6249
C 0.0977 -5.0794 0.1059
C 2.4282 -1.6059 0.9080
O 3.4181 -2.2598 1.1024
O 2.2645 -0.3389 1.2780
C 3.3807 0.3498 1.8386
C 4.0676 1.1872 0.7894
C 3.3187 1.8107 -0.2011
C 3.9460 2.5760 -1.1681
C 5.3214 2.7329 -1.1485
C 6.0700 2.1161 -0.1605
C 5.4468 1.3415 0.8021
H -3.4774 0.2394 -2.0633
H -5.2274 0.0879 -1.8869
H -4.2388 -1.3423 -2.2023
H -4.8767 -1.3300 0.1586
H -3.1378 -1.0886 0.0315
H -5.4737 -0.2464 2.0769
H -5.2346 1.5148 2.1513
H -7.5326 0.9948 1.4027
H -6.9143 0.0567 0.0428
H -6.6339 1.8026 0.1168
H -2.5221 3.5070 -1.0108
H -0.2667 3.2675 -2.2340
H 0.9260 -0.4143 -1.0302
H 0.5142 -2.5307 0.9913
H 2.3973 -3.7311 -0.4353
H 1.8155 -2.7015 -1.7449
H 0.7963 -4.8681 -1.9022
H -1.3323 -2.9626 -0.8360
H -0.6389 -2.8777 -2.4584
H -1.5697 -4.2928 -1.9629
H -0.3847 -4.4959 0.8861
H -0.5775 -5.8852 -0.1727
H 1.0068 -5.5169 0.5113
H 2.9710 0.9860 2.6302
H 4.0756 -0.3766 2.2722
H 2.2451 1.6901 -0.2178
H 3.3561 3.0512 -1.9380
H 5.8100 3.3320 -1.9028
H 7.1436 2.2323 -0.1429
H 6.0329 0.8523 1.5663
```

Most stable structure - x; separation to the second - 3.146 eV.

## w
C3H6NS2 as an isolated structure, computed with ωB97M-V/def2-TZVPD.

net charge: +1
gap between HOMO and LUMO: 8.3 eV
LUMO energy: -4.50 eV
HOMO energy: -12.83 eV

XYZ file:
```
12
C3H6NS2 | OMol25 | ωB97M-V/def2-TZVPD
C 1.6044 0.1326 -0.0179
C -0.0404 1.1967 -0.1002
C -0.5540 -1.2160 0.3460
N -0.9614 0.0770 -0.3147
S 3.0502 0.8524 0.0648
S 1.1822 -1.5123 -0.1679
H 0.0792 1.5994 0.8782
H 0.1618 1.7493 -0.9171
H -0.5077 -1.1745 1.5122
H -1.1750 -2.1165 0.0822
H -1.9268 0.4397 -0.0098
H -0.9125 -0.0278 -1.3559
```

## x
An isolated ion of composition C3H6NS2 and charge +1, computed with ωB97M-V/def2-TZVPD.

net charge: +1
gap between HOMO and LUMO: 7.5 eV
LUMO energy: -5.90 eV
HOMO energy: -13.38 eV

XYZ file:
```
12
C3H6NS2 | OMol25 | ωB97M-V/def2-TZVPD
C -1.0419 1.0848 0.5418
C 0.2478 1.3985 0.5742
C 0.8913 -0.5229 -0.9584
N 0.8137 -1.5417 -0.0799
S -1.7333 0.0437 -0.7208
S 1.4857 1.0604 -0.5466
H -1.6889 1.4558 1.3249
H 0.5749 2.0520 1.3987
H 0.6203 -0.5955 -1.9770
H -2.4123 -0.8503 0.0213
H 1.1944 -1.0890 0.7599
H 1.0483 -2.4958 -0.3382
```

Most stable structure - x; separation to the second - 0.384 eV.